[1]
{"formula": "C3H12N2O", "method": "wB97M-V/def2-TZVPD", "molar_mass_g_mol": 92.14, "charge": -1, "lumo_ev": [4.0, 3.9], "gap_ha": [0.0969, 0.3253], "s_squared": 0.751, "homo_ev": [1.37, -4.95], "multiplicity": 2, "de_lowest_kj_mol": 174.1, "species": ["O", "N", "N", "C", "C", "C", "H", "H", "H", "H", "H", "H", "H", "H", "H", "H", "H", "H"], "coordinates": [[-3.258009, -1.080048, -2.635807], [0.328589, 0.625263, 1.340785], [0.235012, -1.742640, -0.303089], [1.213916, 0.437274, 0.187483], [-0.236755, 1.997723, 1.333842], [1.527896, -1.058572, -0.009605], [2.178695, 0.920520, 0.289506], [0.871441, 0.897985, -0.783556], [0.074201, -0.310320, 1.730713], [-0.279083, 2.605664, 2.370482], [0.423917, 2.654059, 0.626063], [-0.437533, -1.455186, 0.431568], [-3.323132, -0.230318, -3.127697], [-1.304159, 1.992427, 1.036916], [-2.465686, -0.832654, -2.217146], [0.349170, -2.774124, -0.192946], [2.032308, -1.239661, -0.952017], [2.069212, -1.407391, 0.874506]], "forces_ev_per_a": [[-1.5711, 0.6532, -1.5343], [1.6287, 0.2634, -0.9770], [-0.0759, -0.8500, 1.5182], [0.2685, -0.6604, -0.9019], [-0.2024, 0.7961, 1.4759], [-1.7895, 0.4806, -0.7939], [0.5080, 0.4231, 0.6408], [-0.4640, -0.6667, 0.8990], [-0.6372, 2.3699, -0.0262], [0.5253, -1.6239, -1.8312], [-1.4273, -1.3335, 1.2388], [0.1723, -0.4448, -0.8598], [-0.6798, -0.5529, -0.0950], [0.5263, 0.2087, -0.3860], [2.2601, -0.1003, 1.6765], [-0.1489, 0.9696, -0.1386], [1.0103, 0.3387, 0.2165], [0.0967, -0.2712, -0.1220]]}


[2]
{"formula": "C3H12N2O", "method": "wB97M-V/def2-TZVPD", "molar_mass_g_mol": 92.14, "lumo_ev": 1.0, "smiles": "CCO.NCN", "gap_ha": 0.3769, "homo_ev": -9.23, "de_lowest_kj_mol": 152.3, "species": ["O", "N", "N", "C", "C", "C", "H", "H", "H", "H", "H", "H", "H", "H", "H", "H", "H", "H"], "coordinates": [[1.317969, 2.923777, -0.791554], [-0.551536, -3.576956, 1.494190], [-1.849045, -5.578523, 0.759882], [1.523023, 5.426310, -1.085299], [-1.045777, -4.428249, 0.431367], [0.628956, 4.120436, -1.118893], [2.195838, 5.476083, -2.035192], [-0.210910, -4.755720, -0.308952], [0.281128, 3.933435, -2.193868], [-1.389983, -6.291857, 1.353281], [-0.327694, -4.210066, 2.338499], [-1.741536, -3.864230, -0.289863], [-1.222366, -3.006823, 1.803860], [1.705080, 3.028857, 0.073473], [1.043300, 6.427575, -1.029920], [-2.493616, -5.198958, 1.383607], [2.356257, 5.302874, -0.387165], [-0.219086, 4.272035, -0.397451]], "forces_ev_per_a": [[0.0574, 0.3376, -0.4078], [3.4781, -4.2804, 0.4014], [1.0978, -1.3523, 0.2929], [1.6982, -0.7488, -2.2369], [0.5530, 0.1058, -3.5797], [-0.3985, 1.0556, -0.7596], [-1.4590, -0.1600, 1.0885], [-1.0186, 0.4456, 1.6161], [0.0651, 0.4491, 1.6967], [0.2451, 0.5570, -0.7313], [-0.1531, 1.3388, -1.7687], [1.1094, -0.1344, 1.2665], [-3.2776, 2.8866, 1.3594], [0.1974, -0.0009, 0.4503], [-0.0110, -0.9751, 0.3199], [-2.0334, 0.4321, 1.1446], [-0.5643, 0.2314, 0.7302], [0.4139, -0.1878, -0.8826]]}


[3]
{"formula": "C3H12N2O", "method": "wB97M-V/def2-TZVPD", "molar_mass_g_mol": 92.14, "lumo_ev": 0.8, "smiles": "CNC.NCO", "gap_ha": 0.3580, "homo_ev": -8.95, "de_lowest_kj_mol": 80.5, "species": ["O", "N", "N", "C", "C", "C", "H", "H", "H", "H", "H", "H", "H", "H", "H", "H", "H", "H"], "coordinates": [[-1.267293, -0.154792, 1.509920], [-1.832898, -1.732846, -0.212058], [1.042258, 0.789176, 0.352739], [-2.055517, -0.414489, 0.385296], [1.962801, -0.419991, 0.103817], [0.652306, 1.522248, -0.883053], [1.927583, -1.017822, 1.034599], [-0.892017, -1.788366, -0.639062], [-1.941485, -2.465701, 0.520111], [1.542389, 1.466607, 0.908923], [1.500730, 1.992148, -1.389928], [0.261931, 0.776215, -1.582731], [-0.057267, 2.329431, -0.671624], [-3.144443, -0.312936, 0.624781], [-0.315653, 0.122231, 1.160136], [1.456674, -0.992270, -0.695433], [3.000489, -0.096473, -0.167562], [-1.840585, 0.397626, -0.358872]], "forces_ev_per_a": [[1.5763, 0.3759, -0.1156], [0.1718, -0.0888, 0.1792], [0.8401, -0.4825, -0.8297], [-0.1712, 0.4602, -0.6647], [-1.1230, 1.4594, 0.2473], [0.5848, -0.6796, 0.0247], [0.3281, 0.2777, -0.5699], [-0.8067, -0.1057, 0.6197], [0.3423, 0.8330, -0.8491], [0.0975, -0.1178, 0.4587], [0.1965, -0.0376, 0.0515], [-0.3357, 0.3592, 0.0655], [-0.1007, -0.4765, 0.0916], [0.9282, -0.2277, 0.1694], [-2.0313, -0.2961, 0.6443], [0.6287, 0.1527, 0.2792], [-0.8636, -0.5160, 0.1018], [-0.2620, -0.8896, 0.0964]]}